{
  "formula": "C19H23FN4O4S",
  "method": "ωB97M-V/def2-TZVPD",
  "symbols": ["C", "O", "C", "C", "N", "C", "C", "O", "N", "C", "C", "C", "C", "C", "F", "C", "C", "C", "O", "C", "C", "C", "O", "N", "C", "N", "C", "C", "S", "H", "H", "H", "H", "H", "H", "H", "H", "H", "H", "H", "H", "H", "H", "H", "H", "H", "H", "H", "H", "H", "H", "H"],
  "coordinates": [[-2.54, 0.64, 2.84], [-1.20, 0.99, 2.62], [-0.40, 0.81, 3.78], [1.05, 1.13, 3.43], [1.63, 0.21, 2.48], [1.92, -1.14, 2.95], [0.76, -2.08, 2.57], [-0.12, -2.39, 3.35], [0.84, -2.51, 1.30], [-0.26, -3.17, 0.63], [-0.84, -2.29, -0.44], [-0.99, -2.75, -1.75], [-1.50, -1.93, -2.73], [-1.85, -0.63, -2.40], [-2.34, 0.18, -3.37], [-1.70, -0.14, -1.12], [-1.20, -0.98, -0.14], [1.79, 0.45, 1.15], [2.32, -0.38, 0.43], [1.28, 1.77, 0.61], [1.25, 1.71, -0.92], [0.60, 2.93, -1.49], [0.36, 3.95, -0.88], [0.25, 2.87, -2.83], [0.34, 1.84, -3.72], [0.84, 0.68, -3.51], [0.76, -0.11, -4.61], [0.19, 0.46, -5.70], [-0.28, 2.08, -5.35], [-3.07, 0.81, 1.91], [-2.99, 1.26, 3.63], [-2.64, -0.41, 3.14], [-0.74, 1.48, 4.58], [-0.49, -0.23, 4.13], [1.11, 2.14, 3.04], [1.64, 1.08, 4.35], [2.85, -1.48, 2.49], [2.02, -1.12, 4.04], [1.54, -2.08, 0.71], [0.09, -4.12, 0.21], [-1.02, -3.39, 1.40], [-0.71, -3.77, -1.99], [-1.63, -2.28, -3.75], [-1.98, 0.87, -0.89], [-1.07, -0.61, 0.86], [0.28, 1.95, 0.99], [1.93, 2.59, 0.93], [2.25, 1.62, -1.32], [0.71, 0.82, -1.25], [-0.19, 3.72, -3.18], [1.14, -1.11, -4.55], [0.03, 0.04, -6.67]],
  "smiles": "COCCN(CC(=O)NCc1ccc(F)cc1)C(=O)CCC(=O)Nc1nccs1",
  "e_tot_ha": -1755.91185,
  "gap_ev": 9.22,
  "lumo_energy_ev": 0.64
}

{
  "formula": "C19H23IN2O6W",
  "method": "ωB97M-V/def2-TZVPD",
  "symbols": ["W", "C", "C", "N", "C", "C", "C", "O", "C", "C", "N", "C", "C", "C", "C", "C", "C", "I", "C", "O", "H", "H", "H", "H", "H", "H", "H", "H", "H", "H", "H", "H", "C", "O", "C", "C", "O", "C", "H", "H", "H", "H", "H", "H", "H", "H", "H", "H", "O", "C", "O", "H"],
  "coordinates": [[-0.53, 0.86, -0.96], [3.21, -1.60, -1.95], [2.39, -2.19, -0.85], [2.83, -3.27, -0.24], [2.11, -3.80, 0.78], [0.89, -3.34, 1.21], [0.14, -4.04, 2.31], [-0.47, -3.04, 3.12], [0.41, -2.19, 0.56], [-0.89, -1.64, 0.81], [-1.35, -0.59, 0.22], [-2.69, -0.12, 0.21], [-3.83, -0.49, 0.91], [-4.97, 0.20, 0.53], [-4.94, 1.19, -0.48], [-3.78, 1.54, -1.14], [-2.63, 0.86, -0.75], [-1.01, 0.14, -3.44], [1.18, -1.61, -0.43], [0.81, -0.44, -0.98], [3.86, -2.37, -2.37], [3.85, -0.79, -1.57], [2.59, -1.18, -2.75], [2.55, -4.68, 1.25], [0.84, -4.65, 2.88], [-0.61, -4.71, 1.89], [-0.70, -3.42, 3.97], [-1.57, -2.18, 1.46], [-3.86, -1.25, 1.67], [-5.91, -0.03, 1.01], [-5.87, 1.69, -0.74], [-3.78, 2.29, -1.91], [1.46, 2.77, -2.88], [1.40, 1.99, -1.65], [2.17, 2.63, -0.61], [2.33, 1.65, 0.50], [1.00, 1.27, 0.88], [0.84, 0.92, 2.27], [2.50, 2.85, -3.16], [1.02, 3.75, -2.72], [0.90, 2.24, -3.64], [1.63, 3.53, -0.28], [3.13, 2.93, -1.01], [2.84, 2.12, 1.34], [2.89, 0.77, 0.19], [1.51, 0.10, 2.52], [-0.19, 0.62, 2.42], [1.05, 1.80, 2.88], [-1.10, 2.43, 0.62], [-1.20, 3.27, -0.29], [-0.98, 2.86, -1.48], [-1.49, 4.31, -0.12]],
  "e_tot_ha": -1662.97098,
  "gap_ev": [5.75, 5.74],
  "charge": 2,
  "lumo_energy_ev": [-9.27, -9.27]
}

{
  "formula": "C19H23N2O",
  "method": "ωB97M-V/def2-TZVPD",
  "symbols": ["C", "N", "C", "C", "C", "C", "C", "C", "C", "N", "C", "C", "C", "O", "C", "C", "C", "C", "C", "C", "C", "C", "H", "H", "H", "H", "H", "H", "H", "H", "H", "H", "H", "H", "H", "H", "H", "H", "H", "H", "H", "H", "H", "H", "H"],
  "coordinates": [[2.77, 0.25, -3.60], [1.88, 0.52, -2.48], [0.53, 0.73, -2.78], [0.08, 0.72, -4.10], [-1.24, 1.01, -4.40], [-2.10, 1.45, -3.40], [-1.59, 1.66, -2.11], [-0.35, 1.12, -1.73], [0.18, 0.91, -0.30], [-0.70, 1.38, 0.69], [-0.88, 2.90, 0.61], [-2.12, 0.72, 0.62], [-2.16, -0.67, 1.22], [-0.85, -1.20, 1.52], [-0.28, -0.35, 2.53], [-0.21, 1.11, 2.15], [1.61, 1.44, -0.25], [2.18, 2.26, 0.74], [3.56, 2.46, 0.82], [4.37, 2.09, -0.25], [3.80, 1.46, -1.36], [2.44, 1.09, -1.34], [3.70, -0.21, -3.25], [2.32, -0.45, -4.31], [3.02, 1.18, -4.14], [0.77, 0.49, -4.92], [-1.61, 0.89, -5.42], [-3.15, 1.66, -3.58], [-2.24, 2.21, -1.43], [0.23, -0.17, -0.13], [0.07, 3.38, 0.86], [-1.15, 3.22, -0.40], [-1.67, 3.13, 1.34], [-2.79, 1.40, 1.16], [-2.46, 0.64, -0.40], [-2.78, -0.68, 2.14], [-2.59, -1.38, 0.51], [-0.86, -0.47, 3.47], [0.74, -0.74, 2.71], [0.81, 1.45, 2.27], [-0.86, 1.72, 2.80], [1.61, 2.80, 1.51], [3.98, 2.92, 1.73], [5.44, 2.30, -0.23], [4.42, 1.28, -2.23]],
  "smiles": "CN1c2ccccc2C([N+]2(C)CCOCC2)c2ccccc21",
  "e_tot_ha": -922.25781,
  "gap_ev": 8.44,
  "charge": 1,
  "lumo_energy_ev": -2.23
}

{
  "formula": "C19H23N2O5P",
  "method": "ωB97M-V/def2-TZVPD",
  "symbols": ["O", "O", "O", "O", "O", "C", "C", "C", "C", "C", "C", "C", "C", "C", "C", "C", "C", "C", "N", "N", "C", "C", "C", "C", "C", "C", "P", "H", "H", "H", "H", "H", "H", "H", "H", "H", "H", "H", "H", "H", "H", "H", "H", "H", "H", "H", "H", "H", "H", "H"],
  "coordinates": [[-1.51, -1.62, 1.01], [2.88, 0.74, 0.24], [-2.46, -4.90, -1.26], [0.74, 0.28, -1.01], [0.96, 2.28, 0.92], [-0.70, -2.50, 0.67], [1.50, 3.53, -3.73], [-2.92, 3.86, 1.50], [2.47, 2.52, -3.65], [0.28, 3.30, -3.11], [-2.77, 2.59, 1.18], [-1.83, 4.71, 1.41], [2.20, 1.43, -2.73], [-0.01, 2.29, -2.28], [-1.47, 2.01, 0.96], [-0.51, 4.15, 1.13], [0.96, 1.26, -1.95], [-0.32, 2.79, 0.93], [0.62, -1.97, 0.78], [-1.33, -4.79, 1.52], [1.70, -2.79, 0.50], [2.81, -2.26, 1.49], [2.07, -1.30, 2.44], [-2.48, -3.77, -0.43], [0.98, -0.73, 1.50], [-1.13, -3.93, 0.26], [1.45, 0.76, 0.38], [-3.03, -4.75, -2.04], [1.52, 4.25, -4.52], [-3.92, 4.18, 1.76], [3.36, 2.51, -4.27], [-0.56, 3.95, -3.22], [-3.72, 1.94, 1.23], [-1.94, 5.75, 1.61], [3.01, 0.72, -2.55], [-1.08, 2.44, -1.89], [-1.44, 0.92, 0.79], [0.28, 4.85, 1.01], [-2.01, -4.25, 2.20], [-1.67, -5.71, 1.26], [1.49, -3.86, 0.70], [2.00, -2.73, -0.58], [3.57, -1.57, 0.98], [3.52, -3.10, 1.85], [2.79, -0.54, 2.71], [1.76, -1.68, 3.37], [-2.49, -2.83, -1.14], [-3.33, -3.66, 0.26], [0.15, -0.37, 2.23], [-0.41, -4.42, -0.44]],
  "e_tot_ha": -1564.82881,
  "gap_ev": 9.53,
  "lumo_energy_ev": 0.63
}

{
  "formula": "C19H23N3O3S",
  "method": "ωB97M-V/def2-TZVPD",
  "symbols": ["C", "C", "C", "C", "C", "C", "C", "N", "S", "O", "O", "C", "C", "C", "C", "N", "C", "O", "N", "C", "C", "C", "C", "C", "C", "C", "H", "H", "H", "H", "H", "H", "H", "H", "H", "H", "H", "H", "H", "H", "H", "H", "H", "H", "H", "H", "H", "H", "H"],
  "coordinates": [[-3.93, 1.37, 2.05], [-3.73, 1.58, 0.58], [-3.32, 2.80, 0.08], [-3.12, 3.00, -1.27], [-3.32, 1.95, -2.16], [-3.74, 0.72, -1.69], [-3.95, 0.53, -0.32], [-4.36, -0.74, 0.11], [-3.35, -2.05, -0.21], [-3.83, -3.11, 0.63], [-3.27, -2.26, -1.62], [-1.78, -1.46, 0.41], [-0.95, -0.72, -0.42], [0.21, -0.17, 0.09], [0.55, -0.36, 1.43], [1.71, 0.16, 1.97], [2.75, 0.80, 1.28], [3.18, 1.87, 1.67], [3.26, 0.14, 0.22], [3.06, -1.28, -0.04], [4.38, -1.90, -0.51], [4.82, -1.28, -1.84], [4.37, 0.18, -1.94], [4.29, 0.80, -0.55], [-0.32, -1.09, 2.26], [-1.48, -1.63, 1.75], [-3.31, 0.55, 2.42], [-4.97, 1.15, 2.28], [-3.66, 2.27, 2.60], [-3.16, 3.62, 0.77], [-2.79, 3.96, -1.63], [-3.16, 2.10, -3.21], [-3.90, -0.11, -2.35], [-4.68, -0.78, 1.06], [-1.23, -0.59, -1.45], [0.83, 0.44, -0.54], [1.64, 0.46, 2.93], [2.72, -1.76, 0.87], [2.29, -1.43, -0.81], [4.25, -2.97, -0.61], [5.13, -1.72, 0.26], [5.91, -1.35, -1.92], [4.40, -1.85, -2.67], [3.39, 0.24, -2.41], [5.07, 0.75, -2.55], [5.26, 0.73, -0.04], [4.03, 1.86, -0.61], [-0.06, -1.22, 3.30], [-2.15, -2.20, 2.36]],
  "smiles": "Cc1ccccc1NS(=O)(=O)c1ccc(NC(=O)N2CCCCC2)cc1",
  "e_tot_ha": -1526.02330,
  "gap_ev": 9.26,
  "lumo_energy_ev": 0.53
}

Listing energy relative to the best compared isomer or geometry (same formula, charge and spin) for the structures above in their given order: 0.00, 25.05, 68.30, 68.09, 34.47 kcal per mole.